# 1
DFT (ωB97M-V/def2-TZVPD) results for a structure of composition C21H45AsBrMoOS4Si3.

```
! RIJCOSX wB97M-V def2-TZVPD def2/J DEFGRID3
* xyz 1 1
Mo 0.548 1.798 -0.634
O 0.355 8.220 1.717
C 0.449 7.101 1.327
S 0.971 6.670 -0.332
C 0.834 4.952 -0.106
C 0.433 4.498 1.093
S 0.300 2.784 1.382
S 0.083 5.666 2.333
S 1.168 3.826 -1.394
C -4.640 2.764 -2.296
Si -3.178 3.373 -1.322
C -2.356 4.837 -2.107
C -3.525 3.621 0.486
As -1.700 1.460 -1.224
Si -0.394 1.162 -3.243
C -0.610 2.546 -4.464
C -0.943 -0.479 -3.931
C 1.496 1.007 -2.871
H -5.412 3.537 -2.322
H -5.075 1.869 -1.849
H -4.366 2.535 -3.327
H -3.083 5.655 -2.121
H -2.052 4.649 -3.135
H -1.489 5.174 -1.538
H -4.216 4.459 0.614
H -2.610 3.856 1.033
H -3.981 2.738 0.935
H -1.662 2.678 -4.722
H -0.072 2.306 -5.384
H -0.223 3.488 -4.075
H -2.006 -0.461 -4.176
H -0.774 -1.284 -3.215
H -0.390 -0.705 -4.845
H 1.978 1.793 -3.452
H 1.795 0.036 -3.275
H 2.027 0.986 -1.893
C 0.504 -1.302 3.998
C -0.142 -1.812 2.702
C -1.130 -0.726 2.248
C -0.932 -3.096 3.027
Si 1.160 -2.225 1.374
Br 1.970 -0.073 0.694
C 2.803 -2.960 2.012
C 3.726 -3.388 0.861
C 3.617 -1.987 2.882
C 2.471 -4.204 2.862
C 0.477 -3.024 -0.221
C 1.346 -2.721 -1.450
C 0.420 -4.551 -0.017
C -0.941 -2.545 -0.556
H -0.291 -1.037 4.700
H 1.105 -0.405 3.832
H 1.125 -2.053 4.484
H -1.872 -0.584 3.039
H -1.667 -0.976 1.336
H -0.631 0.232 2.101
H -1.630 -2.877 3.840
H -0.290 -3.912 3.363
H -1.521 -3.452 2.183
H 3.985 -2.549 0.212
H 3.308 -4.186 0.250
H 4.658 -3.766 1.290
H 4.014 -1.155 2.301
H 4.472 -2.533 3.289
H 3.060 -1.581 3.722
H 1.877 -4.944 2.324
H 1.945 -3.946 3.781
H 3.409 -4.686 3.150
H 2.386 -3.017 -1.333
H 1.324 -1.658 -1.695
H 0.942 -3.269 -2.307
H 1.406 -4.998 0.100
H -0.040 -5.005 -0.899
H -0.187 -4.835 0.845
H -0.985 -1.465 -0.709
H -1.673 -2.811 0.205
H -1.258 -3.026 -1.487
*
```

Values from the calculation:
energy: -224264.173 eV
F_max: 0.06 eV/Å
gap between HOMO and LUMO: 6.3 eV
energy above the lowest of the compared OMol25 structures with the same formula, charge and spin: 0.0 kJ/mol

---

# 2
DFT (ωB97M-V/def2-TZVPD) results for a cluster of 7 separate species, C30H63Cl2IN7O7 in total.

```
! RIJCOSX wB97M-V def2-TZVPD def2/J DEFGRID3
* xyz 0 2
C 0.709 -6.133 1.000
C 0.647 -4.642 0.659
Cl 2.275 -3.932 1.102
C -0.512 -3.921 1.405
Cl 0.042 -3.165 2.929
C -1.284 -2.938 0.503
I -2.122 -4.307 -1.013
C -2.517 -2.326 1.224
C -2.515 -0.807 1.558
C -3.986 -0.363 1.448
C -2.127 -0.505 3.034
N -1.737 0.013 0.602
O -2.414 0.423 -0.413
C -0.383 -0.473 0.256
C 0.647 -0.260 1.376
C 0.137 0.355 -0.921
C -0.389 -1.934 -0.258
H -0.260 -6.492 1.324
H 1.061 -6.672 0.127
H 1.460 -6.276 1.765
H 0.612 -4.465 -0.399
H -1.213 -4.685 1.710
H -3.392 -2.510 0.620
H -2.660 -2.888 2.141
H -4.521 -0.768 2.304
H -4.465 -0.752 0.559
H -4.064 0.716 1.507
H -1.362 0.260 3.090
H -1.836 -1.394 3.573
H -2.978 -0.090 3.559
H 1.483 -0.936 1.233
H 1.059 0.736 1.280
H 0.280 -0.432 2.374
H 1.195 0.161 -1.021
H -0.317 0.061 -1.855
H -0.005 1.413 -0.719
H -0.754 -1.883 -1.275
H 0.640 -2.262 -0.323
C 4.368 -1.086 -3.028
C 2.952 -0.912 -3.514
O 1.983 -1.106 -2.790
N 2.775 -0.518 -4.796
C 3.776 -0.229 -5.804
H 4.341 -1.399 -1.988
H 4.884 -1.851 -3.610
H 4.908 -0.142 -3.102
H 1.806 -0.408 -5.047
H 3.671 0.807 -6.121
H 3.613 -0.884 -6.663
H 4.779 -0.378 -5.422
C -1.268 2.810 7.394
C -1.647 1.648 6.505
O -2.808 1.425 6.194
N -0.642 0.855 6.058
C 0.784 0.968 6.316
H -2.173 3.345 7.666
H -0.782 2.456 8.304
H -0.599 3.493 6.869
H -0.959 0.102 5.466
H 1.304 1.091 5.365
H 1.138 0.054 6.797
H 1.003 1.814 6.957
C 2.244 3.685 -4.990
C 3.618 3.412 -4.434
O 3.954 2.297 -4.061
N 4.484 4.458 -4.359
C 4.258 5.835 -4.755
H 1.677 2.758 -4.983
H 1.724 4.418 -4.371
H 2.297 4.052 -6.011
H 5.383 4.210 -3.977
H 4.978 6.123 -5.523
H 4.388 6.495 -3.895
H 3.256 5.965 -5.150
C -2.063 -5.979 4.564
C -2.498 -6.775 3.358
O -2.483 -6.302 2.229
N -2.911 -8.051 3.560
C -2.997 -8.780 4.811
H -1.761 -4.987 4.239
H -2.883 -5.880 5.276
H -1.214 -6.457 5.055
H -3.186 -8.522 2.712
H -2.365 -9.669 4.766
H -4.027 -9.095 4.986
H -2.674 -8.163 5.642
C -0.490 3.586 2.060
C 0.854 3.426 2.729
O 1.234 2.347 3.153
N 1.639 4.531 2.841
C 1.356 5.882 2.397
H -0.988 2.621 2.045
H -1.113 4.294 2.610
H -0.370 3.932 1.032
H 2.522 4.352 3.294
H 2.111 6.202 1.676
H 1.378 6.566 3.247
H 0.380 5.939 1.928
C -1.343 3.789 -8.774
C -0.763 4.036 -7.403
O 0.358 4.497 -7.246
N -1.534 3.723 -6.330
C -2.876 3.168 -6.316
H -0.611 4.086 -9.518
H -1.573 2.731 -8.910
H -2.250 4.377 -8.920
H -1.089 3.910 -5.445
H -3.553 3.849 -5.797
H -2.876 2.213 -5.789
H -3.242 3.012 -7.324
*
```

Values from the calculation:
<S²>: 0.7543
energy: -90041.270 eV
F_max: 1.42 eV/Å
gap between HOMO and LUMO (spin up / spin down): 8.2 / 9.3 eV

---

# 3
DFT (ωB97M-V/def2-TZVPD) results for a structure of composition C44H59N4O4PSTi.

```
! RIJCOSX wB97M-V def2-TZVPD def2/J DEFGRID3
* xyz 3 2
Ti 0.446 0.056 0.923
C -2.765 -2.000 1.323
O -1.742 -1.188 1.899
C -2.044 -0.856 3.243
C -1.093 0.242 3.657
O 0.266 -0.079 3.292
C 0.776 -1.191 4.057
C 2.272 -1.116 4.187
O 2.872 -1.175 2.901
C 4.272 -1.453 2.978
H -3.725 -1.479 1.355
H -2.860 -2.949 1.860
H -2.494 -2.196 0.290
H -1.957 -1.745 3.878
H -3.071 -0.485 3.329
H -1.148 0.416 4.733
H -1.323 1.161 3.125
H 0.475 -2.130 3.584
H 0.347 -1.151 5.061
H 2.600 -1.963 4.800
H 2.574 -0.196 4.702
H 4.782 -0.719 3.608
H 4.666 -1.401 1.966
H 4.442 -2.451 3.387
N 1.034 4.792 -0.862
C 1.505 3.387 -0.497
C 1.961 2.673 -1.756
C 2.538 1.289 -1.454
N 1.479 0.310 -1.100
C 3.604 1.348 -0.365
C 3.163 2.091 0.892
N 2.185 1.277 1.658
C 2.602 3.473 0.549
H 0.013 4.809 -0.969
H 1.469 5.130 -1.724
H 1.251 5.464 -0.122
H 0.628 2.890 -0.082
H 2.749 3.258 -2.245
H 1.134 2.580 -2.466
H 3.021 0.944 -2.371
H 1.881 -0.618 -1.243
H 0.738 0.370 -1.799
H 4.486 1.849 -0.770
H 3.925 0.332 -0.114
H 4.041 2.256 1.521
H 1.832 1.804 2.455
H 2.684 0.487 2.081
H 3.431 4.085 0.177
H 2.228 3.955 1.459
N -0.810 1.357 0.608
P -2.066 1.833 -0.234
C -3.647 1.107 0.218
C -4.448 0.402 -0.677
C -5.677 -0.097 -0.262
C -6.112 0.115 1.038
C -5.322 0.833 1.931
C -4.097 1.330 1.522
C -2.314 3.612 -0.026
C -1.575 4.293 0.941
C -1.800 5.647 1.170
C -2.764 6.323 0.432
C -3.520 5.643 -0.518
C -3.307 4.291 -0.738
C -1.791 1.496 -1.993
C -1.686 2.484 -2.967
C -1.368 2.148 -4.279
C -1.153 0.823 -4.626
C -1.264 -0.173 -3.661
C -1.582 0.161 -2.354
H -4.134 0.249 -1.700
H -6.300 -0.639 -0.961
H -7.074 -0.264 1.354
H -5.675 1.020 2.937
H -3.497 1.915 2.213
H -0.855 3.743 1.538
H -1.251 6.168 1.944
H -2.947 7.373 0.614
H -4.289 6.164 -1.072
H -3.926 3.762 -1.453
H -1.875 3.521 -2.719
H -1.305 2.922 -5.033
H -0.917 0.563 -5.650
H -1.118 -1.211 -3.935
H -1.674 -0.622 -1.607
O 0.802 -1.901 0.346
S 1.297 -3.290 0.800
C 2.188 -3.984 -0.616
C 3.286 -3.074 -1.086
C 4.481 -2.963 -0.382
C 5.501 -2.149 -0.855
C 5.338 -1.449 -2.044
C 4.154 -1.567 -2.760
C 3.128 -2.372 -2.279
C -0.171 -4.346 0.797
C -0.771 -4.731 -0.529
C -1.076 -6.069 -0.753
C -1.657 -6.469 -1.949
C -1.927 -5.536 -2.937
C -1.613 -4.199 -2.726
C -1.040 -3.796 -1.530
H 1.471 -4.196 -1.406
H 2.578 -4.929 -0.227
H 4.635 -3.552 0.515
H 6.439 -2.092 -0.317
H 6.149 -0.846 -2.432
H 4.042 -1.064 -3.712
H 2.218 -2.497 -2.856
H -0.859 -3.786 1.435
H 0.137 -5.232 1.358
H -0.865 -6.807 0.012
H -1.894 -7.512 -2.107
H -2.377 -5.848 -3.870
H -1.822 -3.471 -3.500
H -0.783 -2.755 -1.377
*
```

Values from the calculation:
<S²>: 0.7541
energy: -103956.227 eV
F_max: 0.72 eV/Å
gap between HOMO and LUMO (spin up / spin down): 8.7 / 9.1 eV
energy above the lowest of the compared OMol25 structures with the same formula, charge and spin: 14.4 kJ/mol